{"formula": "C4H9NO2", "method": "ωB97M-V with the def2-TZVPD basis set", "symbols": ["C", "C", "O", "C", "C", "N", "O", "H", "H", "H", "H", "H", "H", "H", "H", "H"], "coordinates": [[-1.043, -0.098, -1.313], [-0.608, 0.793, -0.118], [-1.642, 1.414, 0.647], [0.138, -0.199, 0.776], [1.108, -0.916, -0.152], [2.262, -0.270, -0.385], [0.875, -1.969, -0.750], [-2.003, -0.530, -1.041], [-0.400, -1.163, -1.379], [-1.193, 0.542, -2.203], [0.089, 1.595, -0.425], [-2.364, 1.654, 0.053], [0.653, 0.254, 1.629], [-0.597, -0.922, 1.139], [2.851, -0.648, -1.110], [2.538, 0.541, 0.136]], "forces_ev_per_angstrom": [[-0.227, -0.855, -0.097], [0.547, -0.616, -0.324], [-0.086, -0.375, -0.349], [0.197, -0.312, 0.123], [0.665, -0.831, 0.521], [0.252, 0.166, -0.057], [0.567, 0.083, 0.914], [-0.524, 0.226, 0.039], [-1.909, 3.486, -0.750], [0.277, -0.764, 0.087], [-0.160, -0.352, -0.158], [0.168, -0.059, 0.069], [-0.090, 0.040, -0.136], [0.162, 0.024, 0.030], [0.130, 0.074, 0.170], [0.032, 0.065, -0.081]], "charge": 0, "homo_ev": -9.7, "lumo_ev": 0.82, "de_lowest_kj_mol": 164.61, "energy_ev": -9878.355, "smiles": "C[C@@H](O)CC(N)=O", "multiplicity": 1}


{"formula": "C4H9NO2", "method": "ωB97M-V with the def2-TZVPD basis set", "symbols": ["N", "C", "O", "C", "C", "C", "O", "H", "H", "H", "H", "H", "H", "H", "H", "H"], "coordinates": [[-0.220, 1.360, 2.977], [-0.337, 0.729, 1.815], [0.325, -0.423, 1.861], [-1.126, 0.328, -0.652], [-0.488, -0.798, -0.984], [0.852, -0.762, -1.662], [0.631, -0.549, -3.048], [0.295, 0.994, 3.773], [-0.678, 2.251, 3.070], [-2.124, 0.338, -0.228], [-0.674, 1.303, -0.808], [0.181, -0.821, 0.974], [-0.986, -1.761, -0.876], [1.460, 0.051, -1.232], [1.398, -1.703, -1.493], [1.491, -0.538, -3.486]], "forces_ev_per_angstrom": [[-0.049, 0.014, -0.088], [0.191, 0.131, 0.630], [-0.166, 0.194, -0.123], [0.026, -0.201, -0.213], [-0.219, 0.144, -0.160], [0.047, -0.043, 0.439], [0.268, -0.014, -0.311], [-0.007, -0.010, -0.059], [0.104, -0.144, 0.078], [0.123, -0.063, -0.120], [-0.061, -0.164, -0.030], [0.028, 0.036, 0.170], [0.073, 0.092, -0.014], [-0.129, -0.086, -0.116], [-0.101, 0.123, -0.061], [-0.128, -0.008, -0.021]], "charge": 0, "homo_ev": -8.4, "lumo_ev": 0.98, "de_lowest_kj_mol": 346.45, "energy_ev": -9876.470, "multiplicity": 1}


{"formula": "C4H9NO2", "method": "ωB97M-V with the def2-TZVPD basis set", "symbols": ["C", "C", "N", "C", "O", "O", "C", "H", "H", "H", "H", "H", "H", "H", "H", "H"], "coordinates": [[-1.978, 0.849, 0.840], [-1.818, -0.408, -0.009], [-0.602, -0.406, -0.806], [0.603, -0.455, -0.176], [0.768, -0.737, 0.995], [1.607, -0.150, -1.029], [2.889, -0.108, -0.409], [-2.900, 0.805, 1.430], [-1.135, 0.937, 1.532], [-2.013, 1.747, 0.212], [-1.793, -1.295, 0.630], [-2.659, -0.524, -0.699], [-0.616, 0.020, -1.720], [3.586, 0.199, -1.190], [2.893, 0.614, 0.412], [3.165, -1.088, -0.013]], "forces_ev_per_angstrom": [[0.002, 0.054, 0.058], [-0.130, -0.072, 0.041], [0.144, 0.079, 0.023], [-0.112, -0.046, 0.219], [-0.051, 0.073, -0.406], [-0.117, -0.016, 0.051], [0.290, 0.006, 0.079], [0.111, -0.005, -0.097], [-0.140, 0.010, -0.100], [-0.008, -0.140, 0.083], [-0.022, 0.125, -0.055], [0.106, 0.000, 0.079], [0.035, -0.047, 0.114], [-0.090, -0.055, 0.107], [0.022, -0.091, -0.119], [-0.040, 0.126, -0.077]], "charge": 0, "homo_ev": -9.8, "lumo_ev": 0.93, "de_lowest_kj_mol": 41.48, "energy_ev": -9879.631, "smiles": "CCNC(=O)OC", "multiplicity": 1}


{"formula": "C4H9NO2", "method": "ωB97M-V with the def2-TZVPD basis set", "symbols": ["C", "C", "O", "C", "N", "C", "O", "H", "H", "H", "H", "H", "H", "H", "H", "H"], "coordinates": [[-2.066, -0.695, -0.324], [-0.660, -0.135, -0.488], [-0.798, 1.230, -0.788], [0.129, -0.353, 0.808], [1.538, 0.068, 0.801], [2.242, 0.781, -0.107], [1.861, 1.223, -1.183], [-2.067, -1.777, -0.155], [-2.638, -0.480, -1.230], [-2.569, -0.202, 0.515], [-0.149, -0.669, -1.304], [0.076, 1.508, -1.118], [-0.390, 0.191, 1.608], [0.118, -1.423, 1.058], [2.050, -0.160, 1.642], [3.283, 0.935, 0.234]], "forces_ev_per_angstrom": [[-0.036, -0.033, 0.009], [0.009, -0.315, 0.124], [0.156, 0.129, -0.111], [-0.097, -0.020, 0.037], [0.075, 0.073, -0.073], [-0.020, 0.009, -0.100], [0.092, -0.207, 0.445], [0.038, 0.148, -0.008], [0.075, -0.053, 0.120], [0.063, -0.075, -0.097], [-0.045, 0.122, 0.062], [-0.122, 0.064, 0.036], [0.060, -0.070, -0.110], [-0.046, 0.191, -0.055], [-0.060, 0.058, -0.208], [-0.141, -0.020, -0.070]], "charge": 0, "homo_ev": -10.0, "lumo_ev": 0.65, "de_lowest_kj_mol": 77.52, "energy_ev": -9879.257, "smiles": "C[C@@H](O)CNC=O", "multiplicity": 1}


{"formula": "C4H9NO2", "method": "ωB97M-V with the def2-TZVPD basis set", "symbols": ["C", "N", "C", "O", "C", "C", "O", "H", "H", "H", "H", "H", "H", "H", "H", "H"], "coordinates": [[1.788, -0.335, -1.668], [1.917, 0.642, -0.648], [1.758, 1.287, 0.304], [-0.105, 0.729, 1.494], [-1.193, 0.852, 0.590], [-1.735, -0.547, 0.218], [-0.645, -1.422, 0.003], [0.900, -0.933, -1.434], [1.688, 0.176, -2.625], [2.690, -0.947, -1.679], [0.749, 1.421, 1.307], [-2.010, 1.447, 1.027], [-0.881, 1.358, -0.339], [-2.388, -0.942, 1.014], [-2.332, -0.514, -0.705], [-0.044, -1.153, 0.721]], "forces_ev_per_angstrom": [[0.049, -0.175, -0.252], [-0.133, 0.395, 0.680], [1.687, 0.228, -1.466], [0.229, 0.848, 0.401], [-0.054, 0.193, -0.119], [-0.128, 0.255, 0.154], [0.159, 0.051, 0.265], [0.240, 0.057, -0.209], [-0.029, -0.121, 0.001], [-0.101, -0.032, -0.057], [-2.654, -1.653, 0.476], [0.171, -0.056, -0.054], [0.075, -0.046, 0.140], [0.195, 0.137, -0.074], [0.182, 0.145, 0.253], [0.112, -0.225, -0.140]], "charge": 0, "homo_ev": -9.7, "lumo_ev": 0.85, "de_lowest_kj_mol": 351.02, "energy_ev": -9876.423, "multiplicity": 1}


{"formula": "C4H9NO2", "method": "ωB97M-V with the def2-TZVPD basis set", "symbols": ["C", "N", "C", "O", "C", "C", "O", "H", "H", "H", "H", "H", "H", "H", "H", "H"], "coordinates": [[-1.008, -1.119, -2.341], [-0.345, 0.029, -1.661], [0.418, -0.250, -0.607], [1.323, -1.092, -0.714], [0.375, 0.718, 0.536], [-0.549, 0.412, 1.690], [-0.099, 1.150, 3.019], [-2.132, -0.841, -2.360], [-0.569, -0.935, -3.355], [-0.654, -2.074, -1.861], [0.127, 0.661, -2.314], [0.343, 1.878, 0.216], [1.463, 0.699, 0.828], [-0.722, -0.745, 1.904], [-1.567, 0.797, 1.694], [0.921, 1.325, 2.765]], "forces_ev_per_angstrom": [[0.322, 1.796, -0.922], [-3.038, 0.662, -1.891], [4.126, -0.742, 0.281], [-1.726, 0.528, 1.385], [2.048, 2.730, 0.473], [-0.632, -0.813, 3.436], [3.350, -1.056, -3.834], [1.774, -1.258, 0.093], [-0.970, -1.449, 0.330], [-0.825, 0.894, -0.792], [-0.433, -0.181, 0.558], [-0.705, -2.688, 0.245], [-0.997, -0.332, 0.638], [1.039, 2.293, -0.368], [0.075, 0.142, -0.984], [-3.408, -0.526, 1.353]], "charge": 0, "homo_ev": -9.4, "lumo_ev": 0.36, "de_lowest_kj_mol": 360.95, "energy_ev": -9876.320, "smiles": "CNC(=O)CCO", "multiplicity": 1}


{"formula": "C4H9NO2", "method": "ωB97M-V with the def2-TZVPD basis set", "symbols": ["C", "C", "O", "C", "C", "N", "O", "H", "H", "H", "H", "H", "H", "H", "H", "H"], "coordinates": [[0.020, -2.092, -0.570], [0.018, -0.844, 0.277], [-0.564, -0.816, 1.346], [0.873, 0.320, -0.204], [0.400, 1.749, 0.100], [-0.139, 1.906, 1.333], [0.575, 2.653, -0.697], [0.943, -2.611, -0.295], [0.039, -1.901, -1.649], [-0.831, -2.730, -0.318], [1.818, 0.165, 0.329], [1.088, 0.276, -1.275], [-0.554, 2.797, 1.556], [-0.410, 1.078, 1.849], [-1.481, 0.118, -1.211], [-1.795, -0.069, -0.571]], "forces_ev_per_angstrom": [[0.054, -0.036, 0.051], [-0.133, -0.029, 0.344], [0.349, -0.117, -0.311], [0.135, 0.002, -0.049], [0.103, 0.019, 0.067], [-0.074, 0.092, -0.053], [-0.096, -0.424, 0.256], [-0.019, -0.160, -0.153], [0.044, 0.096, 0.268], [0.174, 0.143, 0.047], [0.108, 0.161, -0.081], [-0.082, -0.100, 0.189], [0.071, -0.047, -0.051], [0.002, 0.091, -0.050], [-0.251, 0.170, -0.319], [-0.384, 0.138, -0.156]], "charge": 0, "homo_ev": -9.9, "lumo_ev": 0.88, "de_lowest_kj_mol": 140.24, "energy_ev": -9878.607, "smiles": "CC(=O)CC(N)=O.[H][H]", "multiplicity": 1}


{"formula": "C4H9NO2", "method": "ωB97M-V with the def2-TZVPD basis set", "symbols": ["C", "C", "C", "N", "C", "O", "H", "H", "H", "H", "H", "H", "H", "O", "H", "H"], "coordinates": [[-1.801, -1.755, -0.140], [-0.820, -0.874, -0.296], [0.031, -0.388, 0.847], [1.445, -0.295, 0.519], [2.065, 0.880, 0.275], [1.534, 1.981, 0.321], [-2.020, -2.198, 0.830], [-2.435, -2.055, -0.969], [-0.617, -0.406, -1.257], [-0.268, 0.622, 1.145], [-0.093, -1.039, 1.718], [1.966, -1.147, 0.377], [3.137, 0.762, 0.039], [-0.623, 1.957, -1.544], [-1.435, 1.938, -1.024], [0.073, 2.162, -0.896]], "forces_ev_per_angstrom": [[0.104, 0.075, -0.050], [-0.124, -0.133, 0.066], [-0.107, 0.018, 0.133], [0.082, 0.051, -0.105], [-0.057, 0.140, 0.046], [0.172, -0.377, -0.006], [0.052, 0.039, -0.108], [0.105, 0.044, 0.094], [-0.050, -0.120, 0.103], [-0.009, -0.103, -0.048], [0.005, 0.079, -0.096], [-0.017, 0.131, 0.017], [-0.117, -0.008, 0.013], [-0.056, 0.101, 0.113], [0.055, 0.057, -0.106], [-0.039, 0.004, -0.065]], "charge": 0, "homo_ev": -9.9, "lumo_ev": 0.80, "de_lowest_kj_mol": 129.90, "energy_ev": -9878.714, "smiles": "C=CCNC=O.O", "multiplicity": 1}


{"formula": "C4H9NO2", "method": "ωB97M-V with the def2-TZVPD basis set", "symbols": ["N", "C", "O", "C", "C", "O", "H", "H", "H", "H", "H", "C", "H", "H", "H", "H"], "coordinates": [[-2.351, 0.920, 1.149], [-1.084, 1.362, 1.369], [-0.798, 2.315, 2.068], [-0.009, 0.516, 0.677], [-0.265, 0.406, -0.810], [-1.259, -0.115, -1.267], [-3.102, 1.524, 1.446], [-2.517, 0.274, 0.387], [-0.044, -0.497, 1.098], [0.962, 0.962, 0.897], [0.501, 0.836, -1.483], [1.992, -1.700, -1.105], [2.286, -2.352, -0.281], [2.296, -0.675, -0.874], [2.481, -2.021, -2.026], [0.911, -1.755, -1.245]], "forces_ev_per_angstrom": [[-0.045, 0.155, 0.030], [-0.054, 0.066, 0.092], [-0.102, -0.304, -0.205], [0.094, 0.031, 0.050], [-0.288, -0.132, -0.139], [0.405, 0.243, 0.126], [0.089, -0.104, -0.002], [0.022, 0.129, 0.145], [-0.010, 0.152, -0.066], [-0.137, -0.050, -0.082], [-0.125, -0.013, 0.063], [0.047, -0.025, -0.006], [-0.008, 0.037, -0.101], [-0.045, -0.165, -0.048], [-0.009, 0.018, 0.122], [0.166, -0.037, 0.021]], "charge": 0, "homo_ev": -10.0, "lumo_ev": 0.49, "de_lowest_kj_mol": 89.37, "energy_ev": -9879.134, "smiles": "NC(=O)CC=O.C", "multiplicity": 1}


{"formula": "C4H9NO2", "method": "ωB97M-V with the def2-TZVPD basis set", "symbols": ["N", "C", "O", "C", "C", "C", "O", "H", "H", "H", "H", "H", "H", "H", "H", "H"], "coordinates": [[-0.713, 1.270, 1.620], [-0.869, 0.527, 0.483], [-2.119, 0.101, 0.303], [0.012, 0.921, -0.701], [1.257, 0.031, -0.705], [0.709, -1.378, -0.446], [-0.271, -1.262, 0.550], [-1.245, 0.940, 2.417], [0.223, 1.589, 1.829], [-0.570, 0.759, -1.616], [0.258, 1.988, -0.643], [1.822, 0.106, -1.643], [1.930, 0.325, 0.112], [0.290, -1.781, -1.385], [1.513, -2.056, -0.128], [-1.758, -0.871, 0.082]], "forces_ev_per_angstrom": [[0.182, -0.441, -0.127], [1.032, -0.293, 0.326], [0.212, -1.652, -0.681], [-0.041, -0.042, -0.071], [-0.009, 0.023, 0.076], [0.170, 0.010, 0.040], [0.032, 1.295, -0.171], [0.116, 0.065, -0.165], [-0.163, -0.047, -0.007], [0.069, 0.018, 0.203], [-0.079, -0.189, 0.027], [-0.155, -0.012, 0.178], [-0.100, -0.069, -0.112], [0.018, 0.038, 0.104], [-0.101, 0.062, -0.028], [-1.182, 1.232, 0.410]], "charge": 0, "homo_ev": -9.3, "lumo_ev": 0.91, "de_lowest_kj_mol": 203.22, "energy_ev": -9877.954, "multiplicity": 1}


{"formula": "C4H9NO2", "method": "ωB97M-V with the def2-TZVPD basis set", "symbols": ["C", "C", "N", "C", "C", "O", "O", "H", "H", "H", "H", "H", "H", "H", "H", "H"], "coordinates": [[-1.976, 0.088, -2.067], [-1.675, 1.041, -0.928], [-0.429, 0.817, -0.207], [0.260, -0.441, -0.280], [1.123, -0.622, 0.993], [1.850, 0.484, 1.202], [1.098, -1.591, 1.673], [-2.784, 0.569, -2.625], [-2.362, -0.895, -1.838], [-1.143, 0.043, -2.755], [-2.423, 0.881, -0.135], [-1.743, 2.089, -1.184], [0.113, 1.682, -0.191], [-0.449, -1.260, -0.260], [0.890, -0.408, -1.184], [2.248, 0.444, 2.087]], "forces_ev_per_angstrom": [[-0.446, 0.709, -0.766], [-0.385, -0.896, 1.396], [-0.106, 0.490, -2.255], [0.042, 0.197, 1.232], [0.357, 0.434, -0.211], [-0.254, 0.114, 0.046], [-0.158, -0.171, -0.054], [0.045, -0.010, 0.028], [0.276, -0.220, 0.471], [0.276, -0.226, -0.165], [-0.356, 0.113, -0.026], [0.171, 0.204, -0.154], [0.455, -0.332, 0.847], [-0.108, -0.075, -0.487], [-0.014, -0.235, 0.142], [0.208, -0.096, -0.044]], "charge": 1, "homo_ev": [-15.4, -15.4], "s_squared": 0.75, "lumo_ev": [-3.33, -7.99], "de_lowest_kj_mol": 68.98, "energy_ev": -9870.487, "multiplicity": 2}


{"formula": "C4H9NO2", "method": "ωB97M-V with the def2-TZVPD basis set", "symbols": ["C", "C", "O", "C", "N", "C", "O", "H", "H", "H", "H", "H", "H", "H", "H", "H"], "coordinates": [[-0.505, -0.942, -0.339], [-0.850, -1.654, 1.013], [-2.044, -2.525, 0.874], [0.237, 0.335, 0.141], [0.170, 1.555, -0.648], [1.532, 2.259, -0.658], [0.835, 0.329, 1.264], [0.271, -1.349, -1.106], [-1.444, -0.667, -0.856], [-1.085, -0.994, 1.916], [-0.020, -2.222, 1.297], [-1.863, -3.287, 0.286], [-0.585, 1.935, -1.236], [1.733, 2.573, 0.377], [2.310, 1.542, -1.004], [1.308, 3.113, -1.321]], "forces_ev_per_angstrom": [[0.864, 1.991, 0.034], [-2.614, -1.087, -0.109], [1.599, 0.963, -0.411], [-0.087, -1.190, 3.855], [3.305, -0.079, 1.248], [-2.300, 0.147, -0.897], [-1.720, 1.120, -5.001], [-1.549, -0.225, 1.453], [0.504, -0.143, -0.005], [0.173, -0.491, -1.824], [1.288, -1.029, 0.524], [0.106, 0.598, 0.525], [0.024, -0.664, 0.309], [-0.030, -0.177, -0.135], [-0.562, 0.563, 0.126], [0.998, -0.296, 0.308]], "charge": 1, "homo_ev": [-14.3, -14.2], "s_squared": 0.77, "lumo_ev": [-4.44, -9.07], "de_lowest_kj_mol": 281.24, "energy_ev": -9868.287, "multiplicity": 2}